ORCA calculation (the ωB97M-V functional and the def2-TZVPD basis) on a molecular structure, C39H71Br18N2O6PS.

Geometry (Å):
C  0.628030  -1.553194  -4.524768
C  1.045663  -2.975614  -3.892214
O  2.298711  -3.240472  -3.864316
N  0.108070  -4.003686  -3.388152
C  -1.146539  -4.088249  -4.198364
C  -0.253963  -3.804039  -1.949207
C  -0.929212  -2.381600  -1.603835
C  -1.424526  -2.450890  -0.047160
C  -0.178522  -1.951682  0.852300
P  -0.516809  -0.395535  1.889593
C  -2.287127  0.217452  2.081311
C  -2.779972  1.364408  1.073793
C  -3.204555  0.801804  -0.406268
S  -3.061926  2.285685  -1.549929
O  -3.835899  2.007649  -2.813435
O  -3.533182  3.506296  -0.786922
O  -1.427709  2.499128  -1.981786
C  -0.761153  -1.476890  3.482401
C  0.640297  -1.768096  4.255719
C  0.408820  -3.186113  5.046630
O  1.760925  -1.998885  3.360867
C  2.807472  -1.006452  3.513274
C  3.850286  -1.219187  2.311960
C  4.892057  -0.126646  1.851805
C  5.906595  -0.455364  0.685478
C  5.932377  -1.834232  -0.057215
C  4.867825  -2.902726  0.367057
C  3.860684  -2.592280  1.520164
N  -0.134357  0.655369  0.478229
C  0.743479  1.574569  0.789013
O  1.432718  2.517098  1.267192
H  1.077985  -0.710325  -3.868366
H  0.968400  -1.411502  -5.612993
H  -0.523001  -1.402973  -4.497759
H  -1.768096  -3.108900  -4.196898
H  -0.979033  -4.372706  -5.297964
H  -1.837450  -4.897838  -3.738620
H  0.715659  -3.905906  -1.340672
H  -0.984813  -4.627013  -1.626798
H  -0.107831  -1.573769  -1.739047
H  -1.799554  -2.078014  -2.283880
H  -2.409210  -1.898483  0.139988
H  -1.610081  -3.574976  0.160058
H  0.782728  -1.816504  0.215876
H  0.073216  -2.825487  1.576295
H  0.557463  0.257708  2.606053
H  -2.396948  0.654561  3.153896
H  -3.003834  -0.694871  2.060693
H  -2.096245  2.288990  1.012365
H  -3.780576  1.768943  1.513113
H  -4.240154  0.319997  -0.418188
H  -2.396704  0.059526  -0.766264
H  -0.963446  3.025715  -1.284756
H  -1.320606  -2.461402  3.210332
H  -1.446498  -0.955286  4.274281
H  0.916498  -0.961228  5.022428
H  0.651535  -4.011235  4.287277
H  -0.715348  -3.309488  5.318585
H  1.004897  -3.244922  6.022210
H  3.340634  -1.249810  4.521361
H  2.428542  0.075072  3.601420
H  4.925372  0.895477  2.364015
H  6.688820  0.333269  0.372602
H  6.696696  -2.061972  -0.880608
H  4.837877  -3.928175  -0.141641
H  3.104893  -3.415013  1.785370
Br  0.635027  -6.041174  7.861778
C  1.674797  -7.015242  6.531396
C  3.154089  -6.778479  6.711546
Br  3.677302  -5.027498  6.034326
H  1.304995  -6.709330  5.552170
H  1.430937  -8.066655  6.694786
H  3.732393  -7.494383  6.124510
H  3.475382  -6.826063  7.752581
Br  -6.794080  2.983690  -7.415320
C  -5.888447  3.826666  -5.907583
C  -6.267755  3.169947  -4.604548
Br  -8.043581  3.726904  -4.022458
H  -6.132876  4.888763  -5.943091
H  -4.823712  3.696742  -6.107073
H  -5.595120  3.485046  -3.804985
H  -6.277182  2.080764  -4.656018
Br  7.833840  0.882635  -1.072622
C  7.341714  1.257149  -2.922372
C  6.352165  0.242133  -3.440368
Br  7.229106  -1.443379  -3.873366
H  8.267462  1.291225  -3.497794
H  6.895621  2.253336  -2.901587
H  5.909369  0.581150  -4.378740
H  5.556178  0.013329  -2.729969
Br  10.916219  -2.341533  -3.014456
C  11.820515  -1.510268  -1.501360
C  11.448082  -2.183175  -0.203181
Br  9.671845  -1.642666  0.390734
H  11.569928  -0.449159  -1.524637
H  12.885924  -1.632136  -1.705754
H  12.121774  -1.872533  0.597665
H  11.444575  -3.271880  -0.266605
Br  8.981220  2.192190  3.191795
C  8.022981  3.584417  4.162966
C  6.700140  3.077457  4.682203
Br  5.375845  2.971385  3.256052
H  7.924081  4.433978  3.486543
H  8.680952  3.858531  4.989724
H  6.279394  3.774350  5.409477
H  6.764064  2.085722  5.131504
Br  -0.801314  1.234537  5.389098
C  -1.770197  2.630504  6.344035
C  -3.101010  2.126404  6.844428
Br  -4.404851  2.020406  5.398942
H  -1.857014  3.479354  5.665014
H  -1.123567  2.904735  7.179675
H  -3.530909  2.825096  7.564451
H  -3.045132  1.135241  7.295921
Br  -2.403006  5.329354  -6.517399
C  -1.500680  6.173225  -5.009666
C  -1.880237  5.516309  -3.705000
Br  -3.655781  6.070374  -3.122574
H  -1.746666  7.234917  -5.045759
H  -0.435105  6.044673  -5.209080
H  -1.207750  5.833390  -2.905479
H  -1.888046  4.426777  -3.756006
Br  -7.435056  -1.742100  -0.316165
C  -8.319728  -0.063616  0.132947
C  -8.153877  0.954339  -0.968221
Br  -6.367359  1.733193  -0.946658
H  -7.911737  0.264922  1.089328
H  -9.372229  -0.322894  0.261818
H  -8.832780  1.796070  -0.819424
H  -8.308708  0.541415  -1.965678
Br  -12.143987  1.707033  -3.886010
C  -11.492214  2.547441  -5.520341
C  -12.320573  3.755059  -5.882565
Br  -14.025604  3.233632  -6.671335
H  -11.488142  1.778610  -6.293553
H  -10.463677  2.839110  -5.298992
H  -11.821075  4.346904  -6.651745
H  -12.547496  4.394541  -5.028851

Forces on atoms 1 to 2 (eV/Å):
-1.2 0.1 0.5
4.6 -0.6 -0.5

Output
Strongest force on any atom in eV/Å: 7.76
2S+1: 1
HOMO energy in eV: -8.173
Molecular weight in g/mol: 2165.32

ORCA calculation (the ωB97M-V functional and the def2-TZVPD basis) on 5 unconnected molecules or ions with the total composition C39H71BrNO3P.

Geometry (Å):
C  -3.387398  -2.989055  0.613501
C  -2.322468  -2.854040  1.810892
O  -1.472770  -1.681126  1.744420
C  -2.198745  -0.479586  1.926563
C  -1.586159  0.741592  1.483851
C  -0.157570  0.802035  0.813781
C  0.200067  0.195442  -0.580321
C  1.573417  0.260679  -1.263493
N  2.666315  0.897055  -0.623132
C  2.384450  1.472052  0.637971
C  1.093948  1.496856  1.472793
C  -2.408312  2.116826  1.695647
O  -1.867139  3.220106  1.925777
C  -4.010226  1.965423  1.537662
Br  -4.949379  3.513207  0.753548
C  -4.625054  0.754556  1.965964
P  -6.488557  0.507584  1.798867
C  -6.783570  0.513336  -0.105047
C  -7.000823  -1.265539  2.305802
C  -3.620459  -0.330897  2.622327
O  -4.018835  -0.938951  3.641808
H  -3.141553  -3.937077  -0.002840
H  -4.430316  -3.202571  1.065658
H  -3.397876  -2.119270  -0.122846
H  -2.877430  -2.993210  2.797009
H  -1.615845  -3.763876  1.717687
H  -0.636699  -0.362585  -1.137480
H  1.688740  -0.210689  -2.293410
H  3.276026  2.016601  1.127989
H  1.006237  1.994987  2.503322
H  -6.660148  -0.583183  -0.429283
H  -5.929252  1.134550  -0.536649
H  -7.812127  0.940349  -0.374963
H  -6.477877  -1.610860  3.268929
H  -8.136197  -1.294871  2.519593
H  -6.717959  -2.008677  1.468498
C  7.998960  4.621377  -2.486193
C  8.165906  3.157987  -2.871258
C  6.835572  2.424986  -3.055943
C  5.957799  2.339111  -1.803165
C  6.614390  1.672606  -0.593636
C  6.984200  0.216534  -0.837848
H  7.490985  4.731502  -1.525212
H  8.977190  5.102252  -2.399619
H  7.424093  5.159987  -3.244609
H  8.782752  2.649281  -2.122920
H  8.722989  3.106907  -3.812805
H  7.039370  1.415808  -3.427777
H  6.261429  2.924466  -3.845123
H  5.044721  1.789727  -2.058066
H  5.631985  3.344444  -1.516400
H  5.914362  1.717115  0.248384
H  7.502933  2.231500  -0.283428
H  6.100475  -0.370040  -1.104263
H  7.418370  -0.218797  0.066087
H  7.720138  0.114810  -1.639493
C  14.709921  2.919862  -1.185738
C  13.224209  2.781028  -1.487761
C  12.373792  3.887861  -0.862156
C  12.396341  3.942496  0.668811
C  11.955856  2.657185  1.371975
C  10.512616  2.276168  1.075246
H  14.913619  2.848212  -0.114765
H  15.271347  2.124139  -1.682497
H  15.092267  3.878622  -1.546753
H  12.873123  1.797085  -1.160451
H  13.085251  2.809649  -2.573570
H  11.340977  3.774979  -1.207445
H  12.713624  4.856749  -1.246377
H  11.748564  4.764650  0.994402
H  13.403803  4.202056  1.010066
H  12.063248  2.800193  2.453067
H  12.618117  1.827914  1.105629
H  9.829016  3.074756  1.377439
H  10.240419  1.372259  1.626340
H  10.358020  2.074000  0.012200
C  -14.006332  3.988197  -0.672170
C  -12.715645  4.702991  -0.296622
C  -11.472565  4.083165  -0.937086
C  -11.180299  2.636012  -0.528344
C  -11.009755  2.406234  0.974651
C  -9.828637  3.161817  1.567430
H  -14.009866  2.951458  -0.327489
H  -14.862361  4.491081  -0.214607
H  -14.152155  3.992472  -1.755884
H  -12.613055  4.727770  0.793015
H  -12.788238  5.746370  -0.620722
H  -10.606625  4.709971  -0.702020
H  -11.580105  4.118066  -2.027496
H  -10.268712  2.309389  -1.042762
H  -11.980494  1.984636  -0.894729
H  -10.858393  1.334142  1.145468
H  -11.925304  2.675250  1.509889
H  -8.894934  2.872048  1.076543
H  -9.734007  2.936257  2.632583
H  -9.949054  4.243404  1.468143
C  -2.792016  -6.944383  1.891243
C  -2.178671  -7.199152  0.521329
C  -3.212120  -7.565491  -0.545240
C  -3.988762  -8.859950  -0.284478
C  -3.127261  -10.113313  -0.118575
C  -2.320930  -10.456960  -1.363244
H  -3.286719  -7.834984  2.285367
H  -2.014385  -6.655802  2.603642
H  -3.525192  -6.133823  1.844272
H  -1.415892  -7.980246  0.599867
H  -1.655488  -6.292025  0.199407
H  -2.708093  -7.632123  -1.514509
H  -3.932762  -6.744243  -0.638386
H  -4.686764  -9.016921  -1.114866
H  -4.609335  -8.739394  0.609477
H  -3.786301  -10.957390  0.113234
H  -2.454825  -10.005668  0.737842
H  -2.978943  -10.614672  -2.222401
H  -1.751331  -11.375607  -1.201462
H  -1.608883  -9.667183  -1.615081

Forces on atoms 1 to 2 (eV/Å):
-0.2 -1.0 0.0
-0.4 -2.3 -0.5

Output
Strongest force on any atom in eV/Å: 4.50
2S+1: 1
HOMO energy in eV: -8.555
Molecular weight in g/mol: 712.88

ORCA calculation (the ωB97M-V functional and the def2-TZVPD basis) on 9 unconnected molecules or ions with the total composition C39H72O28.

Geometry (Å):
C  3.896866  4.116665  4.848400
C  2.525188  3.389036  4.843879
C  1.816677  3.722541  6.147881
O  0.718611  2.805914  6.339778
C  -0.479056  3.078826  5.876981
C  -1.080783  2.356717  4.962546
C  -2.511186  2.697736  5.057059
O  -3.403553  1.972589  4.791943
O  -2.707983  3.738932  5.977443
C  -1.443699  4.175323  6.239148
O  -1.117738  5.283657  6.397893
H  3.866080  4.876767  4.086879
H  4.072439  4.581503  5.806153
H  4.700194  3.417005  4.689570
H  2.697253  2.326340  4.782488
H  1.919219  3.715561  4.013489
H  1.474321  4.749342  6.148297
H  2.515014  3.548663  6.946094
H  -0.710390  1.543714  4.384067
C  -3.286554  1.567932  1.591571
C  -3.032019  2.774963  0.716069
O  -1.676957  2.789748  0.238855
C  -1.409772  1.929461  -0.739650
O  -2.187887  1.166722  -1.249333
O  -0.113114  2.024565  -1.027996
C  0.348159  1.068153  -1.992693
H  -2.557147  1.512891  2.398098
H  -4.284372  1.608564  2.025307
H  -3.202867  0.646795  1.015814
H  -3.153619  3.693593  1.287794
H  -3.730703  2.814812  -0.119029
H  -0.249722  1.107706  -2.899944
H  0.327281  0.065396  -1.568474
H  1.375052  1.330592  -2.230900
C  -4.506367  -4.344188  0.788379
C  -5.957030  -4.058755  1.115969
O  -6.102696  -3.464835  2.415728
C  -5.795815  -2.171728  2.510841
O  -5.426948  -1.449414  1.617705
O  -5.945320  -1.806621  3.782552
C  -5.562906  -0.450551  4.037617
H  -4.050152  -4.947504  1.574185
H  -4.428262  -4.878332  -0.158630
H  -3.931883  -3.421553  0.709631
H  -6.519815  -4.989254  1.155436
H  -6.420594  -3.429285  0.360177
H  -6.076901  0.234577  3.367352
H  -4.485560  -0.340336  3.934847
H  -5.843825  -0.222135  5.061110
C  1.387250  7.137251  9.484042
C  2.672707  6.732576  10.173457
O  3.807810  6.877795  9.306770
C  4.252197  8.123601  9.147374
O  3.810525  9.109534  9.674207
O  5.281503  8.086599  8.298832
C  5.818483  9.370122  7.972266
H  1.268919  6.591999  8.546294
H  0.529115  6.930016  10.122882
H  1.385822  8.199331  9.243286
H  2.636470  5.676489  10.434685
H  2.828412  7.292779  11.094872
H  6.074772  9.927972  8.869772
H  5.106724  9.932447  7.369847
H  6.718899  9.195712  7.390497
C  4.079127  -1.423532  -6.078154
C  3.744725  -0.513350  -4.916120
O  2.660852  -1.030958  -4.130642
C  2.979709  -2.025346  -3.301587
O  4.078943  -2.493846  -3.149611
O  1.866423  -2.405994  -2.677757
C  2.023039  -3.521668  -1.798300
H  3.190538  -1.621144  -6.678261
H  4.840178  -0.970787  -6.713330
H  4.452763  -2.384716  -5.729029
H  3.405428  0.452126  -5.287219
H  4.614064  -0.334409  -4.283423
H  2.821055  -3.345583  -1.080302
H  2.222978  -4.425590  -2.372129
H  1.082533  -3.635995  -1.267373
C  -1.473845  -5.959834  -4.765180
C  -1.852706  -6.147385  -3.311193
O  -1.605921  -4.963231  -2.542217
C  -2.510540  -3.989912  -2.684345
O  -3.500236  -4.038771  -3.365815
O  -2.124657  -2.960816  -1.935745
C  -2.959016  -1.797639  -2.037594
H  -0.441282  -5.617790  -4.848561
H  -1.581223  -6.897347  -5.310864
H  -2.105687  -5.211370  -5.241125
H  -1.233131  -6.922866  -2.863824
H  -2.892881  -6.454524  -3.204350
H  -4.000998  -2.043012  -1.841448
H  -2.855355  -1.347017  -3.022985
H  -2.615019  -1.092396  -1.292381
C  6.676615  -4.030844  -11.941372
C  6.173296  -5.222144  -11.153977
O  6.919388  -5.412184  -9.943376
C  6.611937  -4.585799  -8.945596
O  5.766091  -3.730276  -8.964920
O  7.404924  -4.873829  -7.912884
C  7.233374  -4.009741  -6.788285
H  7.748186  -4.120315  -12.124046
H  6.159464  -3.961173  -12.898152
H  6.514194  -3.102612  -11.395290
H  6.313745  -6.134030  -11.731066
H  5.110618  -5.134974  -10.929588
H  6.191904  -3.967328  -6.479307
H  7.597583  -3.011011  -7.025578
H  7.826902  -4.417451  -5.975365
C  5.306747  -1.564155  0.499197
C  4.969788  -1.412205  1.966464
O  4.602179  -0.057535  2.266639
C  3.370213  0.253678  1.869197
O  2.594371  -0.495679  1.334712
O  3.135506  1.538613  2.135125
C  1.866113  1.966681  1.633565
H  6.078905  -0.852771  0.203896
H  5.659384  -2.573786  0.289360
H  4.434291  -1.371084  -0.123496
H  5.839493  -1.637459  2.580858
H  4.172179  -2.091325  2.266226
H  1.065793  1.318068  1.984086
H  1.884672  1.983660  0.547265
H  1.690104  2.974797  1.998097
C  -7.110505  -0.862766  -1.081354
C  -8.593162  -1.049274  -0.842709
O  -9.384533  -0.179597  -1.667443
C  -9.518142  -0.559862  -2.935600
O  -9.069034  -1.558769  -3.431800
O  -10.248261  0.362923  -3.567253
C  -10.412577  0.122067  -4.965381
H  -6.833570  0.185232  -0.958936
H  -6.534218  -1.456927  -0.382481
H  -6.835232  -1.156167  -2.095021
H  -8.837625  -0.781999  0.184165
H  -8.897730  -2.085379  -0.993417
H  -10.804078  -0.875899  -5.148419
H  -9.463908  0.254776  -5.483360
H  -11.124011  0.857522  -5.329973

Forces on atoms 1 to 2 (eV/Å):
-1.0 -0.3 -0.2
0.7 0.6 0.8

Output
Strongest force on any atom in eV/Å: 2.81
2S+1: 1
HOMO energy in eV: -10.440
Molecular weight in g/mol: 988.98

- What is the formula in the first record?
  C39H71Br18N2O6PS

- Among the records above, which one has the lowest molecular weight?
  C39H71BrNO3P

- Number 3 is which compound?
  C39H72O28